[1]
# C3H7N3O2

A single C3H7N3O2 molecule (ωB97M-V/def2-TZVPD, the OMol25 dataset).

Structure (XYZ):
```
15
Properties=species:S:1:pos:R:3:nbo_charge:R:1
O -1.1505 -2.1467 0.5224 -0.5777
O 0.5676 0.7413 -0.8301 -0.4210
N 0.4353 -0.6645 -0.4946 -0.3926
N 2.0686 0.1279 1.2413 -0.6888
N 1.1288 1.1873 1.4682 -0.2586
C -1.9840 -0.6623 -1.1498 -0.7518
C -0.8858 -1.2017 -0.2579 0.6436
C 0.4278 1.4187 0.4734 0.3078
H -3.0372 -1.1533 -1.2357 0.2723
H 3.0771 0.2404 1.5782 0.4113
H -0.3511 2.0902 0.5013 0.1905
H 0.9117 -0.5725 0.6396 0.4146
H -1.3690 -0.1255 -1.9993 0.2518
H -2.1047 0.3528 -0.6347 0.2285
H 2.2654 0.3679 0.1777 0.3701
```

Its charge is 0. The SMILES is CC(=O)NO/C=N\N. The calculation puts the gap between HOMO and LUMO at 10.170 eV. As for the HOMO energy: -9.6 eV. As for the spin multiplicity: 1.

[2]
# C3H7N3O2

A single C3H7N3O2 molecule (ωB97M-V/def2-TZVPD, the OMol25 dataset).

Structure (XYZ):
```
15
Properties=species:S:1:pos:R:3:nbo_charge:R:1
O -1.8539 0.2865 -0.0858 -0.3960
O -3.6320 -1.1462 0.1776 -0.5997
N -0.8561 -0.7133 -0.3175 -0.2243
N 2.5502 -0.8403 0.3132 -0.6487
N 1.3060 -0.8280 -0.4485 -0.4317
C 0.3174 -0.0764 -0.1162 0.4108
C 0.5808 1.4039 0.0421 -0.7021
C -3.0809 -0.0360 0.0068 0.6424
H 1.5078 1.6832 0.5578 0.2513
H -0.3330 1.9033 0.6814 0.2487
H 3.2614 -1.0698 -0.2651 0.3572
H 0.9373 -1.7658 -0.4300 0.3749
H 2.4169 -1.5379 1.0641 0.3507
H 0.5828 1.8474 -1.0212 0.2546
H -3.7047 0.8896 -0.1588 0.1118
```

Its charge is 0. The SMILES is C/C(=N\OC=O)NN. The calculation puts the gap between HOMO and LUMO at 9.682 eV. As for the HOMO energy: -9.1 eV. As for the spin multiplicity: 1.

[3]
# C3H7N3O2

A single C3H7N3O2 molecule (ωB97M-V/def2-TZVPD, the OMol25 dataset).

Structure (XYZ):
```
15
Properties=species:S:1:pos:R:3:nbo_charge:R:1
O 1.7325 -1.1538 -1.1600 -0.3630
O -0.1020 -2.5882 -1.6616 -0.5909
N -1.1942 -0.6533 0.4390 -0.7098
N 0.0197 1.3725 0.7075 -0.6339
N 0.7731 -0.0413 -1.1427 -0.4272
C -1.0243 1.5774 1.7162 -0.4286
C -0.2144 0.1242 0.0519 0.5567
C 1.1666 -2.2987 -1.5479 0.6358
H -1.2735 -1.2369 -0.4021 0.3822
H 2.1413 -2.7757 -1.8609 0.1506
H -0.8627 1.0821 2.6268 0.2001
H -2.0376 1.3677 1.2887 0.2389
H 1.3739 0.7629 -1.5371 0.3911
H 0.8521 1.8130 0.5454 0.3954
H -1.3504 2.6483 1.9369 0.2026
```

Its charge is 0. The SMILES is [H]/N=C(/NC)NOC=O. The calculation puts the gap between HOMO and LUMO at 9.877 eV. As for the HOMO energy: -9.3 eV. As for the spin multiplicity: 1.

[4]
# C3H7N3O2

A single C3H7N3O2 molecule (ωB97M-V/def2-TZVPD, the OMol25 dataset).

Structure (XYZ):
```
15
Properties=species:S:1:pos:R:3:nbo_charge:R:1
O -1.7755 -0.8756 -0.2916 -0.4491
O 0.4065 0.2828 -0.5259 -0.5035
N 2.3925 1.2302 -0.1187 -0.8228
N 2.2775 -1.1722 0.0841 -0.8228
N -2.2930 0.4373 0.3862 -0.1048
C 1.6905 0.0434 -0.2203 0.7007
C -0.3467 -0.8931 -0.0488 0.1847
C -3.4707 0.4899 -0.1109 -0.1429
H 2.0247 2.0927 -0.0595 0.3946
H 3.3952 1.0256 0.1938 0.3927
H -3.7659 -0.1700 -0.9879 0.2320
H 3.2612 -0.9050 0.6991 0.3279
H 0.0338 -1.8417 -0.5522 0.2064
H 0.0709 -1.1102 1.0838 0.1866
H -3.9011 1.3660 0.4688 0.2204
```

Its charge is 0. The SMILES is [H]/N=C(\N)OCON=C. The calculation puts the gap between HOMO and LUMO at 9.958 eV. As for the HOMO energy: -9.0 eV. As for the spin multiplicity: 1.

[5]
# C3H7N3O2

2 unconnected molecules or ions with the total composition C3H7N3O2 (ωB97M-V/def2-TZVPD, the OMol25 dataset).

Structure (XYZ):
```
15
Properties=species:S:1:pos:R:3:nbo_charge:R:1
O -0.4000 -1.2725 0.3459 -0.5337
O 1.5859 -0.4105 -0.4772 -0.4053
N 0.8298 0.5323 0.2737 -0.1957
N -1.5479 0.7775 -0.1465 -0.3637
N -2.6985 0.0390 -0.2335 -0.5549
C 1.1305 -1.6729 -0.0312 0.2210
C -0.4878 0.1034 0.0599 0.6150
C 1.4528 1.8820 0.0780 -0.4372
H -2.7297 -0.4782 1.1193 0.2629
H -3.4214 0.6327 -0.2690 0.3361
H 1.2510 -2.5187 -0.8041 0.2025
H 1.7950 -1.8681 0.8644 0.1739
H 1.0918 2.6786 0.8051 0.2353
H 2.6843 1.6704 0.4380 0.2285
H 1.1850 2.0310 -0.9996 0.2154
```

Its charge is 0. The calculation puts the gap between HOMO and LUMO at 9.044 eV. As for the HOMO energy: -8.3 eV. As for the spin multiplicity: 1.

[6]
# C3H7N3O2PS

2 unconnected molecules or ions with the total composition C3H7N3O2PS (ωB97M-V/def2-TZVPD, the OMol25 dataset).

Structure (XYZ):
```
17
Properties=species:S:1:pos:R:3:nbo_charge:R:1
S 2.6957 -0.5889 3.8833 -0.5660
P 1.6449 -2.4700 3.5512 1.2269
O 1.2461 -2.3390 1.8473 -1.0566
O 0.3185 -2.3166 4.1542 -1.1757
N -0.4866 0.8122 -2.1267 -0.0024
N -1.7856 0.8164 -2.3552 -0.2986
N 0.0223 0.6371 -1.0306 -0.1898
C 1.6389 0.4546 0.8658 -0.5403
C -2.1437 1.2383 -3.6453 -0.4322
C 0.7506 0.4050 -0.1273 0.3874
H -2.7749 0.4662 -4.0451 0.1926
H 2.8010 0.5673 0.6822 0.2397
H 1.5462 -3.1274 1.3949 0.4644
H -1.2550 1.3550 -4.3024 0.1723
H -2.6022 2.1384 -3.6592 0.1892
H 1.4159 0.1861 1.8390 0.2620
H 1.6257 0.2828 4.1568 0.1272
```

Its charge is -1. The calculation puts the gap between HOMO and LUMO at 6.411 eV. As for the HOMO energy: -3.5 eV. As for the spin multiplicity: 1.

[7]
# C3H7N3O2S

A single C3H7N3O2S molecule (ωB97M-V/def2-TZVPD, the OMol25 dataset).

Structure (XYZ):
```
16
Properties=species:S:1:pos:R:3:nbo_charge:R:1
S -2.7968 -0.2303 -0.5223 -0.1809
O -1.2399 -1.2155 1.3471 -0.3974
O -2.3697 0.1528 2.5942 -0.4103
N -2.3205 -2.0197 3.0677 -0.4365
N -0.2013 0.1141 -0.1752 -0.3935
N -2.0734 -1.0051 2.4388 0.5857
C -1.3272 -0.3909 0.2150 0.3769
C -0.3321 0.9307 -1.3137 -0.4242
C 1.1285 -0.1525 0.4434 -0.4167
H -3.0251 -1.8902 3.7222 0.3607
H -1.0276 1.7363 -0.9979 0.2252
H 0.9446 -0.9191 1.2175 0.2384
H 0.5549 1.3218 -1.7167 0.2103
H -0.8650 0.3723 -2.0978 0.2309
H 1.6760 -0.6139 -0.3718 0.2113
H 1.6464 0.6765 0.9510 0.2202
```

Its charge is 0. The SMILES is [H]/N=[N+](\[O-])OC(=S)N(C)C. The calculation puts the gap between HOMO and LUMO at 9.159 eV. As for the HOMO energy: -8.6 eV. As for the spin multiplicity: 1.

[8]
# C3H7N3OS

A single C3H7N3OS molecule (ωB97M-V/def2-TZVPD, the OMol25 dataset).

Structure (XYZ):
```
15
Properties=species:S:1:pos:R:3:nbo_charge:R:1
S 1.2845 0.3970 -1.5215 -0.1022
O 0.3689 -1.9808 1.3481 -0.5722
N -0.6159 -0.9805 1.5069 -0.3584
N -1.7724 0.0293 -0.1476 -0.4093
N 1.2845 0.9638 1.0719 -0.7693
C -2.0146 0.9645 -1.2573 -0.4416
C 0.6767 0.4082 0.0017 0.0416
C -0.6861 -0.2033 0.3325 0.3391
H 0.9515 -1.8791 2.1104 0.4672
H 2.2175 1.3348 1.0044 0.4080
H -3.0165 1.4343 -1.1494 0.2039
H -1.4967 -1.5074 1.6010 0.3727
H -1.2564 1.7685 -1.3008 0.1932
H 0.9120 0.8307 2.0108 0.4055
H -1.9441 0.4085 -2.1962 0.2219
```

Its charge is 0. The SMILES is C/N=C(/NO)C(N)=S. The calculation puts the gap between HOMO and LUMO at 8.858 eV. As for the HOMO energy: -8.5 eV. As for the spin multiplicity: 1.

[9]
# C3H7N3OS

A single C3H7N3OS molecule (ωB97M-V/def2-TZVPD, the OMol25 dataset).

Structure (XYZ):
```
15
Properties=species:S:1:pos:R:3:nbo_charge:R:1
S -0.1424 2.3360 -1.3840 -0.2479
O 0.2783 -1.9505 -0.0613 -0.5884
N -0.3019 -1.1213 2.0803 -0.8477
N -0.1506 1.2070 1.3119 -0.6649
N 0.1218 0.3413 0.2679 -0.3288
C 0.0292 -1.0902 0.7276 0.8030
C 0.1976 -0.2641 -2.2224 -0.6568
C 0.1729 0.6844 -1.0247 0.1855
H 0.2664 0.3641 -3.0833 0.2438
H -0.4727 -2.0167 2.4970 0.4053
H 0.9677 -0.9528 -2.0714 0.2411
H 0.8845 1.6312 1.5880 0.3678
H -0.2712 -0.2936 2.6769 0.4421
H -0.7669 1.9493 0.9425 0.4018
H -0.8126 -0.8241 -2.2451 0.2441
```

Its charge is 0. The SMILES is CC(=S)N(N)C(N)=O. The calculation puts the gap between HOMO and LUMO at 8.723 eV. As for the HOMO energy: -8.3 eV. As for the spin multiplicity: 1.